Here is a 17-piece molecular cluster, C93H213N7O17 overall in a non-equilibrium geometry from the OMol25 dataset. Energies are from wB97M-V/def2-TZVPD.

Values from the calculation:
E = -5333.05050 Eh
gap between HOMO and LUMO = 8.19 eV
energy relative to the best compared isomer or geometry (same formula, charge and spin) = 374.54 kJ/mol

Geometry as XYZ:
```
330
C93H213N7O17 | the OMol25 dataset | wB97M-V/def2-TZVPD
C 1.77288 -4.68430 3.60057
C 0.58598 -5.54398 4.11781
C 0.78815 -6.93398 3.43334
C 0.15759 -8.11768 4.23833
C 0.51986 -8.04430 5.67135
C 0.06894 -6.73618 6.37047
N 0.53595 -5.58577 5.58562
O 0.36179 -4.35048 6.15028
C -1.48067 -6.76816 6.64743
C 0.84610 -6.81664 7.65109
C -0.68094 -4.97523 3.49731
H 2.73298 -5.11671 3.88222
H 1.77382 -3.71243 4.09410
H 1.85322 -4.59731 2.51703
H 0.31780 -6.91142 2.45030
H 1.82298 -7.17341 3.18865
H 0.47897 -9.11772 3.94723
H -0.91974 -8.07041 4.07960
H 1.60093 -8.18357 5.66715
H 0.08775 -8.86898 6.23817
H -1.97713 -6.15244 7.39745
H -2.02343 -6.64286 5.71052
H -1.72548 -7.77433 6.98770
H 0.57134 -7.67410 8.26540
H 1.93148 -6.88318 7.57610
H 0.53800 -5.93486 8.21290
H -0.85741 -3.94459 3.80513
H -1.56512 -5.60948 3.56097
H -0.44168 -4.96205 2.43398
H -0.55131 -4.20841 5.89014
C -7.55713 1.32938 -4.07646
C -6.22580 1.53803 -4.85126
C -5.19630 1.78103 -3.69934
C -3.78377 1.71865 -4.18274
C -3.55652 0.42719 -4.97937
C -4.59562 0.04635 -6.10358
N -5.90249 0.31261 -5.55313
O -6.89924 -0.09119 -6.36768
C -4.38693 0.95958 -7.44547
C -4.42661 -1.47949 -6.30777
C -6.40080 2.72705 -5.79391
H -7.56117 0.40323 -3.50171
H -8.41634 1.27306 -4.74481
H -7.70566 2.25219 -3.51568
H -5.29293 2.81499 -3.36817
H -5.34660 1.19713 -2.79128
H -3.13494 1.94623 -3.33697
H -3.53604 2.56755 -4.82000
H -3.34594 -0.34774 -4.24231
H -2.58875 0.58780 -5.45448
H -3.89988 0.41275 -8.25285
H -5.30177 1.32455 -7.91234
H -3.87607 1.87297 -7.14076
H -4.98421 -2.05016 -5.56513
H -4.98058 -1.77955 -7.19725
H -3.41297 -1.87699 -6.35905
H -6.75181 3.58865 -5.22597
H -7.05363 2.47263 -6.62888
H -5.47283 2.87434 -6.34643
H -7.42722 -0.67325 -5.81628
C 5.59718 -5.05635 -0.00918
C 4.08029 -5.02780 -0.44919
C 4.22582 -4.97844 -2.05015
C 2.86171 -5.25839 -2.78486
C 2.37531 -6.68490 -2.32555
C 2.24630 -6.77726 -0.75731
N 3.47546 -6.27201 -0.07750
O 3.39227 -6.43938 1.28304
C 0.91030 -5.99192 -0.32512
C 1.99086 -8.25673 -0.40905
C 3.37117 -3.70156 0.04325
H 6.17996 -4.31436 -0.55500
H 6.22476 -5.93165 -0.17682
H 5.60475 -4.82741 1.05647
H 4.49566 -3.96961 -2.36249
H 5.03211 -5.60510 -2.43134
H 3.07346 -5.24775 -3.85406
H 2.18165 -4.43418 -2.56974
H 2.84606 -7.55372 -2.78560
H 1.36840 -6.68658 -2.74296
H 0.83429 -5.03202 -0.83593
H 0.00957 -6.59416 -0.44400
H 0.90740 -5.60953 0.69560
H 2.89028 -8.85764 -0.54350
H 1.74244 -8.39426 0.64331
H 1.26148 -8.66455 -1.10889
H 3.15376 -3.61396 1.10775
H 2.46977 -3.43579 -0.50897
H 3.91985 -2.77640 -0.13323
H 3.83537 -7.28459 1.38737
C -0.38229 -1.54970 -0.00401
C -0.02725 -0.36945 0.90923
C 1.47914 -0.45470 1.33959
C 2.43806 -0.08568 0.24377
C 2.15575 1.32549 -0.28853
C 0.68714 1.51317 -0.68347
N -0.29926 0.97249 0.32197
O -1.58016 1.09261 -0.12411
C 0.44808 3.06646 -0.68387
C 0.49306 1.06414 -2.18427
C -0.88684 -0.47311 2.22352
H -1.35935 -1.40207 -0.46410
H -0.28915 -2.50710 0.50863
H 0.32405 -1.55248 -0.83417
H 1.76870 0.22243 2.14316
H 1.67696 -1.49862 1.58292
H 2.49457 -0.84593 -0.53529
H 3.45408 -0.07240 0.63828
H 2.81805 1.28630 -1.15335
H 2.52278 2.08746 0.39907
H 0.68539 3.46387 0.30297
H 1.19506 3.44889 -1.37949
H -0.59213 3.30497 -0.90556
H -0.52182 1.23880 -2.54150
H 1.25384 1.47538 -2.84775
H 0.64109 -0.00338 -2.34733
H -0.68129 -1.21597 2.99425
H -1.96129 -0.55317 2.05845
H -0.92411 0.40061 2.87415
H -2.12806 1.45897 0.57387
C -3.06522 -4.19648 -4.16603
C -3.29682 -4.37134 -2.65596
C -4.06983 -3.11579 -2.18164
C -5.52359 -3.06444 -2.55351
C -6.21352 -4.30464 -1.96866
C -5.57243 -5.57009 -2.54962
N -4.09302 -5.57763 -2.41450
O -3.46299 -6.78853 -2.75589
C -6.05662 -6.76490 -1.72562
C -6.01847 -5.93442 -3.99487
C -1.93342 -4.45158 -1.80289
H -3.92378 -4.12223 -4.83347
H -2.58041 -5.06348 -4.61479
H -2.48419 -3.31744 -4.44491
H -4.05234 -2.99816 -1.09813
H -3.68325 -2.24183 -2.70591
H -5.65260 -2.96197 -3.63099
H -5.98686 -2.14903 -2.18540
H -7.22888 -4.18216 -2.34568
H -6.19270 -4.32313 -0.87902
H -5.83380 -7.64539 -2.32828
H -5.45103 -6.85382 -0.82369
H -7.11328 -6.76504 -1.45812
H -5.41196 -6.72689 -4.43331
H -7.03785 -6.27150 -4.18289
H -5.82175 -5.04145 -4.58818
H -2.12267 -4.58890 -0.73826
H -1.28362 -3.58257 -1.90627
H -1.30628 -5.24603 -2.20742
H -3.33597 -7.17131 -1.88472
C 5.51023 -1.61340 7.10559
C 5.98131 -1.81162 5.63714
C 5.07398 -2.87677 5.00962
C 5.20271 -2.91575 3.46525
C 5.14060 -1.58102 2.77319
C 6.02343 -0.52223 3.40012
N 5.85977 -0.53430 4.87844
O 6.41422 0.53194 5.51569
C 7.48684 -0.80643 2.93932
C 5.62085 0.82560 2.82417
C 7.46741 -2.23998 5.60971
H 5.59964 -2.48419 7.75509
H 4.49218 -1.23567 7.01067
H 6.05098 -0.84059 7.65189
H 5.37954 -3.85856 5.37130
H 4.02731 -2.71951 5.27007
H 4.39817 -3.60329 3.20430
H 6.09700 -3.51333 3.28845
H 4.07806 -1.33821 2.76111
H 5.35086 -1.80550 1.72750
H 7.64625 -1.80839 2.54086
H 7.77095 -0.33497 1.99852
H 8.21574 -0.52000 3.69747
H 5.82793 0.95354 1.76170
H 4.60278 1.11981 3.07930
H 6.25780 1.62278 3.20742
H 7.68768 -3.02358 6.33467
H 8.10209 -1.36822 5.76872
H 7.81152 -2.61293 4.64503
H 5.64497 1.07578 5.70038
C -4.02267 8.36017 -2.05248
C -3.02851 8.18891 -3.24204
C -1.72205 8.91235 -2.73287
C -0.47264 8.69756 -3.54816
C -0.22290 7.19870 -3.60072
C -1.46223 6.31219 -4.08078
N -2.73145 6.75975 -3.42417
O -3.85216 5.97571 -3.73326
C -1.49847 6.21997 -5.64494
C -1.24199 4.87937 -3.55766
C -3.51551 8.91840 -4.55165
H -4.39199 9.38262 -1.97315
H -3.66142 7.83324 -1.16935
H -4.96002 7.82151 -2.19145
H -1.92020 9.98179 -2.66127
H -1.40472 8.56551 -1.74945
H 0.26807 9.31435 -3.03922
H -0.67586 8.98779 -4.57896
H 0.13567 6.81336 -2.64623
H 0.56063 7.16103 -4.35751
H -1.99050 5.37931 -6.13412
H -2.03513 7.08502 -6.03455
H -0.57550 6.26187 -6.22328
H -1.55888 4.91829 -2.51548
H -1.86474 4.14779 -4.07253
H -0.19150 4.67003 -3.35582
H -4.41402 8.51316 -5.01699
H -2.80991 9.03960 -5.37356
H -3.74184 9.95678 -4.30943
H -4.21825 5.78356 -2.86686
C 3.68381 2.22882 -4.74103
C 3.29280 3.67076 -4.99305
C 1.90554 4.04462 -4.46470
O 4.18983 4.44892 -4.17716
H 3.12497 1.53450 -5.36850
H 3.35204 2.01706 -3.72457
H 4.74563 2.01529 -4.86364
H 3.42165 3.94836 -6.03921
H 1.16281 3.38448 -4.91266
H 1.79157 5.12418 -4.56289
H 1.75332 3.99422 -3.38655
H 4.38387 5.17167 -4.77847
C 0.11829 6.19518 0.58793
C 1.60165 6.33555 0.97967
C 2.38269 7.25206 0.08383
O 1.62433 6.86264 2.32332
H 0.05724 6.06717 -0.49281
H -0.46693 7.07217 0.86452
H -0.40804 5.36026 1.05051
H 2.03409 5.33501 0.98541
H 3.34703 7.45384 0.55012
H 1.81968 8.13753 -0.21121
H 2.56575 6.66402 -0.81551
H 2.52775 7.04069 2.59487
C -5.89352 -2.29315 1.45471
C -5.39576 -0.90956 1.35034
C -5.62537 -0.20068 0.00308
O -5.77272 -0.08804 2.39348
H -5.42320 -3.02711 0.80034
H -6.96797 -2.42625 1.32847
H -5.66131 -2.59209 2.47688
H -4.30689 -0.91890 1.39925
H -5.34323 0.84778 -0.09294
H -6.64147 -0.22916 -0.39041
H -5.00643 -0.67640 -0.75765
H -5.22970 0.69692 2.29072
C -4.39442 3.94040 -0.70643
C -3.57758 4.86146 0.20581
C -4.45004 5.53343 1.27391
O -2.75075 3.93102 0.98300
H -4.78132 3.05066 -0.20967
H -3.65321 3.59026 -1.42483
H -5.13121 4.47279 -1.30793
H -2.91258 5.59697 -0.24682
H -3.85481 6.23683 1.85617
H -4.96032 4.88868 1.98945
H -5.24164 6.15504 0.85547
H -2.15823 4.46617 1.51602
C 0.37977 4.07715 3.98805
C -0.42397 5.24612 4.51281
C 0.23250 6.31797 5.33850
O -0.93498 5.93576 3.43590
H -0.29216 3.23490 3.82297
H 1.05280 3.80085 4.79971
H 0.92765 4.36284 3.09010
H -1.26515 4.75355 5.00056
H 0.99722 5.85641 5.96320
H -0.46936 6.81981 6.00457
H 0.80037 7.06644 4.78589
H -0.21669 6.36099 2.96173
C 0.48118 -2.69179 -5.18705
C 0.19846 -1.96727 -6.53132
C 0.97238 -0.65080 -6.59312
O 0.57118 -2.83171 -7.55670
H 1.53024 -2.97857 -5.11404
H -0.10780 -3.60581 -5.11107
H 0.20818 -2.07515 -4.33071
H -0.84031 -1.65617 -6.64217
H 0.47635 0.10218 -5.98071
H 0.81829 -0.34543 -7.62806
H 2.04422 -0.68010 -6.39715
H 0.22243 -3.71333 -7.40597
C 6.23967 5.40750 4.07228
C 4.98612 5.44230 3.18726
C 4.42461 4.07795 2.81806
O 3.97163 6.19603 3.70670
H 6.98122 4.76475 3.59785
H 6.10331 4.99332 5.07127
H 6.61529 6.42804 4.14644
H 5.30157 5.93520 2.26767
H 3.52885 4.17680 2.20490
H 3.97767 3.52083 3.64145
H 5.14919 3.40011 2.36682
H 4.20173 7.12790 3.69011
C -3.80122 3.36137 4.17619
C -3.26855 2.03626 3.60146
C -3.48317 0.86961 4.51701
O -3.95538 1.86929 2.41617
H -3.33918 4.17263 3.61364
H -3.56898 3.42032 5.23953
H -4.88835 3.38869 4.10196
H -2.18117 2.10226 3.56443
H -3.08302 -0.04568 4.08088
H -4.48209 0.59678 4.85734
H -2.89710 0.89278 5.43576
H -3.76068 2.59721 1.82135
C 1.70445 0.57607 5.43651
C 1.17223 -0.75926 5.93350
C 1.42731 -1.04385 7.43043
O -0.27140 -0.79101 5.77563
H 2.79400 0.60736 5.43450
H 1.37276 1.40476 6.06209
H 1.41770 0.74619 4.39875
H 1.59750 -1.60235 5.38904
H 2.49124 -1.00049 7.66338
H 1.06072 -2.04043 7.67651
H 0.99014 -0.24989 8.03589
H -0.68082 -0.17253 6.38509
C 7.78674 -1.33480 -2.57023
C 6.63354 -0.36049 -2.29181
C 6.22742 -0.30769 -0.84691
O 7.18854 0.86023 -2.58801
H 7.54321 -2.39338 -2.47957
H 8.61480 -1.05978 -1.91694
H 8.03704 -1.22597 -3.62550
H 5.74694 -0.48301 -2.91392
H 7.15002 -0.39386 -0.27290
H 5.57348 -1.11401 -0.51477
H 5.59436 0.54538 -0.60277
H 6.45916 1.45224 -2.78581
```